(1)
Here is an isolated ion of composition C5H4N and charge +1 in a non-equilibrium geometry from the Open Molecules 2025 dataset. Energies are from ωB97M-V/def2-TZVPD.

HOMO level   -14.8 eV
E_LUMO   -6.23 eV
Charge   +1
ΔE to the lowest compared entry with this formula, charge and spin   359.8 kJ/mol
Gap between HOMO and LUMO   0.3151 Ha

Geometry (Å):
C 1.63 1.08 -1.95
C 0.75 0.87 -1.05
C -1.14 -1.96 0.15
C 0.84 0.74 0.55
C -0.47 0.42 0.02
N -0.81 -0.86 0.05
H -1.72 -2.86 0.36
H 1.46 -0.08 0.83
H 0.83 1.67 1.04
H -1.39 0.99 0.01

Atomic partial charges in e from the Löwdin method, atoms 1 to 8: C 0.229; C -0.189; C 0.393; C 0.009; C -0.193; N 0.155; H 0.164; H 0.127


(2)
Here is C22H21I2MnN8O as an isolated structure from the Open Molecules 2025 dataset. Energies are from ωB97M-V/def2-TZVPD.

HOMO level (alpha / beta)   -12.8 / -12.9 eV
E_LUMO (alpha / beta)   -6.81 / -6.20 eV
Charge   +2
ΔE to the lowest compared entry with this formula, charge and spin   0.0 kJ/mol
Gap between HOMO and LUMO (alpha / beta)   0.2209 / 0.2452 Ha
2S+1   5

Geometry (Å):
Mn 0.07 -0.05 -0.28
I -0.74 4.03 6.13
C -0.76 2.74 4.49
C -1.84 1.90 4.28
C -1.83 1.06 3.18
I -3.48 -0.17 2.77
C -0.76 1.02 2.30
O -0.80 0.16 1.26
C 0.32 1.89 2.51
C 1.52 1.90 1.59
N 1.13 1.80 0.16
C 2.25 1.97 -0.78
C 2.38 0.81 -1.74
C 3.47 0.68 -2.58
C 3.51 -0.36 -3.49
C 2.45 -1.25 -3.55
C 1.39 -1.07 -2.69
N 1.36 -0.06 -1.80
C 0.31 2.74 3.61
H -2.68 1.91 4.95
H 2.19 1.06 1.81
H 2.08 2.82 1.76
H 0.43 2.52 -0.02
H 3.19 2.09 -0.24
H 2.11 2.88 -1.37
H 4.29 1.39 -2.51
H 4.37 -0.48 -4.14
H 2.43 -2.07 -4.25
H 0.54 -1.74 -2.68
H 1.14 3.42 3.77
N -2.02 -3.80 -0.12
C -3.04 -3.31 -0.90
C -2.63 -2.08 -1.31
N -1.37 -1.82 -0.81
C -1.04 -2.88 -0.10
C 0.26 -2.91 0.55
N 1.03 -1.84 0.49
C 2.20 -2.16 1.14
C 2.13 -3.45 1.57
N 0.89 -3.90 1.19
H -2.03 -4.69 0.35
H -3.94 -3.85 -1.08
H -3.14 -1.37 -1.94
H 3.01 -1.46 1.25
H 2.83 -4.06 2.12
H 0.54 -4.83 1.36
N -2.65 1.26 -0.66
C -3.55 1.82 -1.48
C -2.93 2.05 -2.69
C -1.62 1.59 -2.50
N -1.46 1.11 -1.27
H -2.77 0.95 0.30
H -4.56 2.02 -1.15
H -3.35 2.49 -3.57
H -0.80 1.59 -3.20

Atomic partial charges in e from the Löwdin method, atoms 1 to 8: Mn 0.952; I 0.952; C -0.728; C -0.197; C -0.612; I 1.009; C -0.380; O -0.287


(3)
Here is a 3-piece molecular cluster, C14H25BF16N3O6P2 overall from the Open Molecules 2025 dataset. Energies are from ωB97M-V/def2-TZVPD.

HOMO level   -13.3 eV
E_LUMO   -4.47 eV
Charge   +1
Gap between HOMO and LUMO   0.3261 Ha

Geometry (Å):
C 5.30 3.74 0.45
C 3.86 3.91 -0.15
B 2.93 4.12 1.06
O 2.71 5.33 1.65
P 1.90 2.60 1.83
C 2.75 1.00 1.66
C 3.33 0.54 3.02
N 4.08 -0.70 2.90
N 2.27 0.31 3.98
N 4.21 1.62 3.46
P -0.06 2.36 0.84
O -0.84 1.43 1.66
O 0.34 1.77 -0.58
O -0.69 3.78 0.55
H 5.36 4.04 1.50
H 5.62 2.70 0.39
H 6.01 4.34 -0.12
H 3.62 3.00 -0.71
H 3.82 4.75 -0.84
H 2.71 5.34 2.61
H 1.65 2.90 3.18
H 2.09 0.24 1.24
H 3.56 1.16 0.94
H 4.89 -0.57 2.29
H 3.53 -1.44 2.47
H 1.34 0.54 3.65
H 2.44 0.83 4.83
H 4.79 1.27 4.23
H 4.86 1.87 2.73
H 1.12 2.18 -0.97
H -0.38 4.52 1.09
C -4.50 0.37 -1.52
C -3.25 -0.16 -2.25
C -2.15 0.83 -2.65
F -2.60 1.74 -3.53
F -1.14 0.14 -3.22
F -3.61 -0.88 -3.33
F -2.63 -0.99 -1.36
O -5.65 0.58 -2.31
C -5.91 1.78 -2.91
C -6.03 1.62 -4.44
F -4.87 1.16 -4.94
F -6.28 2.83 -4.97
F -5.01 2.72 -2.59
F -7.11 2.20 -2.48
H -4.77 -0.43 -0.84
H -4.25 1.25 -0.92
H -1.77 1.35 -1.77
H -6.84 0.93 -4.68
C -0.26 -3.75 0.87
C 0.59 -3.71 -0.42
C -0.14 -3.52 -1.75
F -0.97 -4.56 -1.98
F 0.77 -3.46 -2.74
F 1.40 -4.78 -0.47
F 1.39 -2.59 -0.29
O -0.54 -5.02 1.41
C -1.66 -5.72 1.07
C -1.30 -7.08 0.45
F -0.57 -6.91 -0.67
F -2.44 -7.73 0.14
F -2.48 -5.02 0.27
F -2.34 -5.98 2.21
H 0.37 -3.27 1.62
H -1.15 -3.14 0.76
H -0.72 -2.59 -1.74
H -0.73 -7.68 1.17

Atomic partial charges in e from the Löwdin method, atoms 1 to 8: C -0.070; C -0.165; B -0.587; O 0.146; P 1.072; C -0.256; C -0.747; N 0.095


(4)
Here is a 2-piece molecular cluster, C4H4O3 overall in a non-equilibrium geometry from the Open Molecules 2025 dataset. Energies are from ωB97M-V/def2-TZVPD.

HOMO level (alpha / beta)   -8.9 / -8.5 eV
E_LUMO (alpha / beta)   -0.89 / -0.98 eV
ΔE to the lowest compared entry with this formula, charge and spin   463.9 kJ/mol
Gap between HOMO and LUMO (alpha / beta)   0.2946 / 0.2757 Ha

Geometry (Å):
C -0.31 -1.10 -1.12
C 0.66 -0.16 -0.97
C -1.20 -0.41 -0.13
C -0.10 0.64 -0.03
O -2.26 -0.60 0.37
O 1.05 -0.11 1.90
O -0.14 1.90 0.30
H -0.42 -2.00 -1.68
H 1.65 -0.03 -1.38
H 0.33 -0.43 2.45
H 0.75 2.29 0.30

Atomic partial charges in e from the Löwdin method, atoms 1 to 8: C 0.105; C 0.064; C -0.334; C -0.202; O 0.163; O -0.287; O 0.161; H 0.119


(5)
Here is a 2-piece molecular cluster, C2H3N2O2 overall in a non-equilibrium geometry from the Open Molecules 2025 dataset. Energies are from ωB97M-V/def2-TZVPD.

HOMO level (alpha / beta)   -14.0 / -13.7 eV
E_LUMO (alpha / beta)   -6.37 / -5.68 eV
Charge   +1
ΔE to the lowest compared entry with this formula, charge and spin   609.7 kJ/mol
Gap between HOMO and LUMO (alpha / beta)   0.2788 / 0.2959 Ha

Geometry (Å):
C 0.21 -1.12 -0.08
C 0.37 2.25 0.30
N -0.46 -2.05 -0.63
N -0.29 0.04 0.27
O -0.37 2.80 0.93
O -0.77 -3.16 -0.68
H 1.26 -1.19 0.01
H 1.30 2.13 -0.35
H -1.25 0.29 0.23

Atomic partial charges in e from the Löwdin method, atoms 1 to 8: C -0.215; C 0.151; N 0.032; N 0.089; O 0.299; O 0.232; H 0.146; H 0.196


(6)
Here is C27H42AlBeCl5CsF6LiN2O9PS as an isolated structure in a non-equilibrium geometry from the Open Molecules 2025 dataset. Energies are from ωB97M-V/def2-TZVPD.

HOMO level   -9.3 eV
E_LUMO   -8.44 eV
Charge   +1
Gap between HOMO and LUMO   0.0323 Ha

Geometry (Å):
C -5.34 -2.45 3.36
C -5.68 -2.18 2.21
N -6.09 -1.77 0.85
C -4.77 -1.64 0.15
O -3.92 -2.49 0.31
C -4.80 -0.31 -0.68
C -3.96 0.18 -1.82
C -2.82 -0.73 -2.41
C -1.38 -0.09 -2.25
C -0.95 0.19 -0.75
C 0.61 0.58 -0.76
C 1.57 -0.67 -1.05
C 2.12 -0.74 -2.55
C -4.29 1.57 -2.35
C -3.45 2.22 -3.54
C -2.83 3.63 -3.04
C -1.22 3.60 -2.92
S -0.70 3.99 -1.16
C -5.44 2.36 -1.73
F -5.74 3.63 -2.25
C -6.28 1.86 -0.57
P -7.69 2.87 0.18
O -8.49 3.53 -1.20
O -8.86 1.88 0.92
C -5.93 0.49 -0.04
C -6.52 -0.37 1.14
O -7.14 -0.07 2.13
H -4.91 -2.27 4.38
H -2.83 -1.69 -1.79
H -3.09 -1.01 -3.47
H -1.24 0.88 -2.82
H -0.64 -0.83 -2.69
H -1.15 -0.67 -0.03
H -1.50 1.10 -0.34
H 0.89 1.07 0.24
H 0.76 1.33 -1.63
H 1.08 -1.67 -0.82
H 2.48 -0.60 -0.37
H 1.87 0.17 -3.19
H 1.65 -1.65 -3.05
H 3.24 -0.91 -2.60
H -2.67 1.53 -3.97
H -4.15 2.48 -4.40
H -3.24 3.96 -2.04
H -3.11 4.45 -3.77
H -0.78 2.61 -3.27
H -0.74 4.43 -3.54
H -1.50 3.23 -0.30
H -8.79 2.74 -1.71
H -8.97 1.01 0.46
C 2.99 -2.20 5.19
C 3.71 -1.74 3.93
C 2.75 -1.42 2.77
O 2.31 -2.65 2.19
C 0.93 -2.95 2.44
N 4.62 -2.87 3.46
H 2.48 -3.15 5.04
H 3.70 -2.34 6.01
H 2.26 -1.46 5.51
H 4.35 -0.88 4.15
H 3.29 -0.89 1.99
H 1.92 -0.79 3.10
H 0.31 -2.06 2.34
H 0.82 -3.38 3.43
H 0.61 -3.68 1.70
H 5.12 -3.34 4.22
H 5.30 -2.55 2.75
H 4.02 -3.56 2.98
Cl -1.75 6.05 -3.25
C 9.28 -2.45 -1.74
O 8.46 -2.33 -0.57
C 7.69 -1.24 -0.55
O 7.63 -0.39 -1.40
O 6.98 -1.27 0.60
C 6.10 -0.16 0.76
H 9.87 -3.36 -1.64
H 8.67 -2.52 -2.63
H 9.98 -1.60 -1.81
H 5.36 -0.14 -0.04
H 6.67 0.77 0.79
H 5.59 -0.29 1.71
Cs 0.71 -3.77 5.36
O 6.02 -3.94 0.77
H 6.91 -3.62 0.66
Be -10.40 1.50 -0.92
F 9.00 -4.09 5.56
Al 7.95 -5.36 4.95
F 6.35 -5.17 5.69
F 8.60 -6.93 5.36
F 7.78 -5.21 3.21
C -6.35 7.45 -3.13
Cl -4.75 6.69 -3.07
Cl -7.01 7.31 -4.77
Cl -7.44 6.64 -1.99
Cl -6.21 9.17 -2.69
F -7.83 9.12 -6.53
Li 1.99 2.28 -1.35

Atomic partial charges in e from the Löwdin method, atoms 1 to 8: C 0.112; C -0.131; N 0.099; C -0.326; O 0.088; C 0.014; C -0.060; C -0.123


(7)
Here is a 2-piece molecular cluster, C3H3N3O overall in a non-equilibrium geometry from the Open Molecules 2025 dataset. Energies are from ωB97M-V/def2-TZVPD.

HOMO level   -9.5 eV
E_LUMO   0.04 eV
ΔE to the lowest compared entry with this formula, charge and spin   237.4 kJ/mol
Structure (SMILES)   N=C=CC=O.N#N
Gap between HOMO and LUMO   0.3525 Ha

Geometry (Å):
N -2.46 0.39 -0.25
C -1.30 0.66 -0.09
N 1.68 -1.98 -0.51
N 1.87 -0.98 -0.94
O 0.25 -1.24 0.88
C 0.75 -0.14 0.68
C -0.04 0.96 0.20
H -2.83 0.22 -1.18
H 1.79 0.13 0.98
H 0.29 1.99 0.23

Atomic partial charges in e from the Löwdin method, atoms 1 to 8: N 0.210; C -0.134; N 0.102; N 0.061; O -0.069; C -0.430; C -0.062; H 0.097


(8)
Here is a 2-piece molecular cluster, C14H28BN2O8 overall in a non-equilibrium geometry from the Open Molecules 2025 dataset. Energies are from ωB97M-V/def2-TZVPD.

HOMO level   -2.5 eV
E_LUMO   -0.81 eV
Charge   -1
Gap between HOMO and LUMO   0.0607 Ha

Geometry (Å):
C -5.51 1.27 -0.26
O -4.21 0.94 -0.64
C -3.62 -0.12 0.07
C -2.66 -0.86 -0.85
C -1.63 -1.70 -0.08
C -0.40 -2.03 -0.93
C 0.87 -2.50 -0.17
C 1.05 -2.09 1.29
C 1.53 -0.64 1.55
C 1.44 0.23 0.29
N 1.81 1.62 0.47
C 2.79 1.91 1.52
C 2.12 2.21 2.82
N 2.55 1.79 3.94
C 2.06 2.35 -0.75
B 1.04 2.06 -1.94
O 1.44 2.24 -3.27
O -0.24 1.56 -1.73
C 3.56 2.06 -1.33
O 4.09 2.95 -1.96
O 3.94 0.89 -1.07
C 1.76 3.89 -0.41
O 0.60 4.17 -0.78
O 2.63 4.57 0.16
H -6.26 0.67 -0.80
H -5.66 1.14 0.82
H -5.68 2.33 -0.50
H -4.41 -0.80 0.44
H -3.07 0.26 0.94
H -3.24 -1.50 -1.52
H -2.13 -0.10 -1.43
H -2.12 -2.65 0.21
H -1.34 -1.17 0.82
H -0.15 -1.15 -1.53
H -0.68 -2.81 -1.66
H 1.74 -2.21 -0.76
H 0.89 -3.61 -0.18
H 0.13 -2.27 1.86
H 1.78 -2.78 1.72
H 0.90 -0.18 2.32
H 2.54 -0.66 1.96
H 2.08 -0.20 -0.50
H 0.41 0.21 -0.03
H 3.31 2.83 1.22
H 3.56 1.14 1.63
H 1.23 2.85 2.73
H 1.97 2.16 4.69
H 1.55 1.41 -3.74
H -0.61 1.29 -2.58
O -0.91 -5.12 -0.37
H -0.36 -5.92 -0.18
H -1.89 -5.32 -0.35
H -0.62 -4.63 -1.19

Atomic partial charges in e from the Löwdin method, atoms 1 to 8: C -0.123; O -0.180; C -0.242; C -0.169; C -0.213; C -0.217; C -0.221; C -0.197


(9)
Here is C4H6AgLiO2 as an isolated structure in a non-equilibrium geometry from the Open Molecules 2025 dataset. Energies are from ωB97M-V/def2-TZVPD.

HOMO level (alpha / beta)   -10.0 / -11.4 eV
E_LUMO (alpha / beta)   -5.36 / -5.35 eV
Charge   +1
ΔE to the lowest compared entry with this formula, charge and spin   0.0 kJ/mol
Gap between HOMO and LUMO (alpha / beta)   0.1688 / 0.2218 Ha
2S+1   2

Geometry (Å):
O -1.28 1.38 -0.87
C -2.05 1.14 0.11
C -2.75 0.11 0.64
Ag 0.81 2.71 -0.74
Li -0.91 -0.05 -2.06
H -3.42 -0.46 -0.03
H -3.08 0.14 1.68
C 2.12 -0.39 -0.25
C 1.50 -1.56 0.06
O 1.86 0.78 0.44
H 3.06 -0.32 -0.80
H 1.96 -2.49 -0.28
H 0.71 -1.59 0.81
H 1.48 0.59 1.30

Atomic partial charges in e from the Löwdin method, atoms 1 to 8: O -0.364; C -0.364; C -0.078; Ag 0.854; Li 0.802; H 0.038; H 0.032; C -0.260


(10)
Here is C27H31BrCdN6O3S as an isolated structure in a non-equilibrium geometry from the Open Molecules 2025 dataset. Energies are from ωB97M-V/def2-TZVPD.

HOMO level (alpha / beta)   0.0 / 0.0 eV
E_LUMO (alpha / beta)   2.13 / 2.57 eV
Charge   -2
ΔE to the lowest compared entry with this formula, charge and spin   887.1 kJ/mol
Gap between HOMO and LUMO (alpha / beta)   0.0774 / 0.0936 Ha

Geometry (Å):
Cd -11.03 -15.87 4.91
C -13.72 -16.26 0.08
C -14.40 -15.29 1.10
N -14.82 -15.77 2.37
C -13.81 -15.90 3.31
S -12.33 -15.13 2.90
N -14.18 -16.58 4.39
N -13.20 -16.60 5.41
C -13.44 -17.30 6.50
C -14.84 -17.87 6.72
C -12.25 -17.75 7.24
C -12.54 -18.30 8.43
C -11.52 -18.65 9.36
C -10.31 -18.12 8.96
C -10.06 -17.73 7.57
N -11.05 -17.45 6.75
H -13.83 -15.81 -0.86
H -12.76 -16.58 0.64
H -14.39 -17.11 0.15
H -13.77 -14.38 1.17
H -15.30 -14.96 0.59
H -15.79 -16.07 2.62
H -15.17 -17.82 7.80
H -15.48 -17.29 6.08
H -14.84 -18.81 6.25
H -13.46 -18.66 8.79
H -11.58 -19.43 10.18
H -9.49 -18.15 9.61
H -8.93 -17.61 7.46
O -9.56 -15.10 10.12
C -10.13 -14.76 9.08
C -11.57 -14.62 9.00
C -12.30 -14.03 8.06
C -11.68 -13.54 6.94
C -10.30 -13.61 6.87
C -9.49 -14.17 7.95
C -8.04 -13.95 7.80
O -7.54 -13.17 7.01
N -5.83 -10.25 8.46
N -5.98 -11.04 9.37
C -5.13 -12.12 9.46
C -5.49 -13.15 10.18
Br -8.49 -16.01 5.43
C -6.06 -14.18 10.71
C -5.95 -14.71 12.17
C -5.93 -16.12 12.45
C -6.19 -16.53 13.74
C -6.22 -15.61 14.75
C -6.20 -14.26 14.50
C -6.19 -13.80 13.22
H -9.42 -23.56 8.26
H -11.99 -14.96 9.95
H -13.35 -13.87 8.21
H -12.24 -13.15 6.10
H -9.72 -13.20 6.02
H -7.37 -14.46 8.52
H -5.03 -10.50 7.82
H -4.03 -12.07 8.93
H -6.58 -14.75 10.03
H -5.80 -16.77 11.64
H -6.42 -17.61 13.94
H -6.50 -15.82 15.80
H -6.28 -13.58 15.36
H -6.16 -12.76 13.06
C -8.01 -30.77 5.52
O -8.44 -31.83 5.47
H -2.78 -12.45 9.20
H -7.29 -30.10 5.33
H -8.69 -30.05 5.50
H -17.11 -15.40 -0.34

Atomic partial charges in e from the Löwdin method, atoms 1 to 8: Cd 1.030; C -0.129; C -0.484; N -0.018; C -0.817; S 0.502; N -0.030; N -0.077


(11)
Here is a 2-piece molecular cluster, C5H15NO overall in a non-equilibrium geometry from the Open Molecules 2025 dataset. Energies are from ωB97M-V/def2-TZVPD.

HOMO level   -8.6 eV
E_LUMO   0.80 eV
ΔE to the lowest compared entry with this formula, charge and spin   161.5 kJ/mol
Structure (SMILES)   CC(C)N(C)C.O
Gap between HOMO and LUMO   0.3442 Ha

Geometry (Å):
C -0.72 -1.07 -1.03
N -0.05 -0.03 -0.25
C -1.09 0.86 0.24
C 0.62 1.46 -2.22
C 1.08 0.67 -0.99
C 1.77 1.55 0.07
H -1.03 -0.78 -2.04
H -0.03 -1.91 -1.14
H -1.61 -1.45 -0.55
H -1.88 0.31 0.76
H -1.49 1.58 -0.47
H -0.87 1.52 1.09
H 1.40 1.91 -2.81
H -0.09 2.23 -1.92
H 0.01 0.78 -2.80
H 1.69 -0.21 -1.25
H 2.84 1.67 0.00
H 1.27 2.53 0.05
H 1.36 1.17 1.01
H -0.67 -3.93 4.19
H -1.42 -4.88 4.94
O -1.08 -3.98 5.09

Atomic partial charges in e from the Löwdin method, atoms 1 to 8: C -0.116; N -0.236; C -0.143; C -0.066; C -0.393; C -0.059; H 0.069; H 0.085


(12)
Here is C12H20CrF6NO9S2 as an isolated structure from the Open Molecules 2025 dataset. Energies are from ωB97M-V/def2-TZVPD.

HOMO level (alpha / beta)   -14.7 / -14.7 eV
E_LUMO (alpha / beta)   -7.65 / -7.30 eV
Charge   +2
ΔE to the lowest compared entry with this formula, charge and spin   25.4 kJ/mol
Gap between HOMO and LUMO (alpha / beta)   0.2596 / 0.2726 Ha
2S+1   4

Geometry (Å):
Cr 0.10 -0.19 -0.20
C 1.34 2.41 0.34
C 1.71 2.10 -1.09
O 1.57 0.66 -1.31
C 2.77 -0.18 -1.21
C 2.98 -0.63 0.23
O 1.67 -0.72 0.87
C 1.41 -1.90 1.71
C 0.08 -1.63 2.35
O -0.83 -1.08 1.34
C -2.07 -1.82 1.04
C -2.88 -0.19 -0.46
O -1.69 0.59 -0.85
C -1.80 2.03 -0.67
C -1.14 2.36 0.64
O 0.14 1.67 0.69
H 1.18 3.48 0.48
H 2.10 2.09 1.05
H 2.74 2.41 -1.30
H 1.05 2.57 -1.80
H 3.63 0.37 -1.59
H 2.56 -1.02 -1.86
H 3.57 0.07 0.82
H 3.47 -1.60 0.23
H 2.19 -1.97 2.47
H 1.40 -2.78 1.07
H 0.15 -0.88 3.14
H -0.33 -2.55 2.76
H -2.81 -1.54 1.79
H -1.86 -2.89 1.05
H -3.32 0.27 0.43
H -3.57 -0.20 -1.30
H -2.85 2.34 -0.69
H -1.30 2.49 -1.52
H -1.71 1.99 1.49
H -1.00 3.43 0.77
F -0.81 -1.00 -3.60
C -1.62 -1.72 -4.39
F -0.89 -2.26 -5.36
F -2.52 -0.90 -4.91
S -2.54 -3.08 -3.47
O -2.43 -1.47 -0.24
O -3.67 -2.35 -2.90
N -1.43 -3.35 -2.27
S -0.18 -3.20 -1.52
O 0.23 -1.75 -1.24
O -0.06 -3.96 -0.31
C 1.24 -3.66 -2.60
F 2.36 -3.65 -1.86
F 1.05 -4.85 -3.10
F 1.38 -2.76 -3.57

Atomic partial charges in e from the Löwdin method, atoms 1 to 8: Cr 1.086; C -0.074; C -0.071; O -0.206; C -0.062; C -0.057; O -0.238; C -0.068